1.
ORCA calculation (wB97M-V/def2-TZVPD) on 9 unconnected molecules or ions with the total composition C45H115N9O11 at a distorted geometry.

```
180
C45H115N9O11 | the Open Molecules 2025 dataset | wB97M-V/def2-TZVPD
C 4.10376 -1.24318 6.17749
C 2.81986 -1.20355 5.34509
C 2.99281 -1.89084 3.99015
O 1.76261 -2.29635 3.43284
C 1.86864 -2.45112 2.00615
N 1.66367 -1.73937 6.09936
H 4.83388 -0.51607 5.79879
H 4.70323 -2.14678 6.04687
H 3.87939 -0.92945 7.19326
H 2.55956 -0.14916 5.20041
H 3.66947 -2.75795 4.02914
H 3.58253 -1.23081 3.33776
H 2.73859 -3.11010 1.90593
H 2.02183 -1.45020 1.60526
H 1.00615 -2.98535 1.61805
H 1.79467 -2.74793 6.01561
H 0.85685 -1.52918 5.51905
C -1.97548 4.83676 -2.09094
C -3.36915 4.37851 -2.52985
C -4.41386 4.68365 -1.44625
O -5.66841 4.25007 -1.93825
C -6.77424 4.61896 -1.11806
N -3.70603 4.92378 -3.84451
H -1.14929 4.40798 -2.65584
H -1.79446 4.78200 -1.01571
H -1.87431 5.90988 -2.29731
H -3.31520 3.29312 -2.66774
H -4.35994 5.76869 -1.29883
H -4.11773 4.12657 -0.55382
H -7.05669 5.66689 -1.25385
H -6.68368 4.34119 -0.06961
H -7.57026 4.06697 -1.62291
H -4.56510 4.44355 -4.12529
H -4.17793 5.81645 -3.65365
C -4.00588 -0.79530 4.18508
C -3.21193 -0.11223 3.08408
C -3.46189 -0.75400 1.70505
O -3.04818 -2.08934 1.62784
C -1.67214 -2.28327 1.60135
N -3.60496 1.28599 2.95001
H -5.06148 -0.99088 3.95942
H -3.98549 -0.10433 5.02938
H -3.70881 -1.82170 4.40400
H -2.17143 -0.18752 3.42962
H -3.00746 -0.14913 0.90992
H -4.53685 -0.66175 1.54649
H -1.06001 -1.38311 1.47686
H -1.38438 -3.03034 0.85488
H -1.28801 -2.70279 2.54244
H -3.43597 1.76428 3.83082
H -3.01815 1.81944 2.31643
C 5.26930 -4.79689 -2.27899
C 4.13331 -4.00755 -2.86740
C 4.62459 -2.62817 -3.31368
O 3.61964 -1.96723 -4.03499
C 3.85970 -0.56786 -4.25841
N 3.66922 -4.71276 -4.12141
H 5.58889 -4.34676 -1.33457
H 6.11873 -4.81814 -2.96943
H 5.04773 -5.84939 -2.09387
H 3.28989 -3.98034 -2.17129
H 5.48073 -2.86354 -3.96181
H 5.01451 -2.05596 -2.46357
H 3.80656 0.08553 -3.39107
H 3.13921 -0.23497 -5.00505
H 4.81284 -0.59496 -4.79385
H 4.27737 -5.52131 -4.11697
H 3.89821 -4.13602 -4.92231
C 4.13045 7.88684 1.26885
C 3.57360 7.31620 -0.04089
C 4.69927 6.90363 -0.99792
O 5.79922 6.24108 -0.38898
C 5.73928 4.91727 0.06269
N 2.62775 6.21651 0.21431
H 3.44098 8.56095 1.76298
H 5.02891 8.42217 0.93155
H 4.66878 7.17874 1.89978
H 3.02264 8.03942 -0.65263
H 5.16259 7.79806 -1.41809
H 4.31429 6.26525 -1.80217
H 4.70365 4.64264 0.28028
H 6.26744 4.76048 1.00461
H 6.12970 4.18237 -0.64756
H 2.52490 5.70438 -0.65704
H 3.01170 5.53850 0.86088
C -0.01041 -2.29831 -6.85849
C 0.50573 -3.61135 -6.36263
C 1.50354 -4.19471 -7.34872
O 0.85212 -4.65960 -8.52546
C 1.47250 -4.11249 -9.69002
N 1.07795 -3.43681 -5.02962
H -0.36897 -2.28259 -7.88753
H 0.82548 -1.58066 -6.85784
H -0.73778 -1.79538 -6.21763
H -0.30942 -4.34230 -6.30847
H 2.06127 -4.99120 -6.83468
H 2.32343 -3.50546 -7.59154
H 1.23877 -3.04635 -9.75959
H 1.00645 -4.59702 -10.54509
H 2.55747 -4.19101 -9.77145
H 1.64996 -4.21454 -4.71188
H 1.72139 -2.65492 -5.11095
C 0.02972 0.26620 11.97360
O 0.82204 1.01883 11.08976
C 0.89581 0.57565 9.74011
C -0.20383 1.14685 8.82634
N -0.55250 0.21577 7.73007
C -1.38313 0.90395 6.74979
C -0.64803 1.98251 5.89145
O -1.48847 2.41570 4.87945
C -1.26077 3.61924 4.19335
H 0.13136 -0.81317 11.83072
H -1.01174 0.59250 12.00749
H 0.44261 0.45336 12.96772
H 0.88106 -0.52087 9.79750
H 1.91980 0.75342 9.40835
H 0.20227 2.09689 8.46328
H -1.07112 1.40225 9.43680
H 0.37871 -0.05578 7.42670
H -2.23390 1.46805 7.13734
H -1.86628 0.13986 6.13771
H 0.34367 1.62354 5.57888
H -0.42407 2.81495 6.57282
H -0.17223 3.72061 4.08371
H -1.63222 4.50798 4.70854
H -1.64869 3.55429 3.17866
C -1.96132 -2.87836 -3.06633
O -3.24158 -2.58042 -2.55677
C -3.83266 -3.46586 -1.63615
C -5.35466 -3.33911 -1.73214
N -6.06715 -4.39488 -2.46553
C -5.72229 -4.46661 -3.88492
C -5.32898 -5.84803 -4.38204
O -5.85113 -6.04350 -5.68346
C -5.01991 -5.70953 -6.76506
H -1.52599 -1.94779 -3.42666
H -2.02368 -3.57542 -3.90721
H -1.27812 -3.29790 -2.32154
H -3.49577 -3.33405 -0.59941
H -3.45236 -4.49258 -1.75146
H -5.64010 -2.44061 -2.28562
H -5.75731 -3.34150 -0.71926
H -7.03781 -4.59969 -2.32616
H -5.01487 -3.70133 -4.22534
H -6.56101 -4.08236 -4.48218
H -5.66386 -6.64009 -3.70658
H -4.25561 -6.08822 -4.38892
H -5.28072 -6.27679 -7.65672
H -3.98788 -5.92030 -6.45325
H -5.10904 -4.63152 -6.96335
C 1.76594 2.95572 0.69903
C 1.09992 1.56968 0.96148
C -0.44009 1.74662 0.96335
C -1.07921 1.66065 -0.40247
C -0.52816 0.46423 -1.16477
C 0.98928 0.45676 -1.28612
N 1.65299 0.54599 0.03829
O 3.06874 0.54436 -0.03593
C 1.26290 -0.98394 -1.79729
C 1.56671 1.46723 -2.29966
C 1.48637 1.14016 2.38671
H 2.83116 2.76104 0.86825
H 1.45862 3.72886 1.39860
H 1.72193 3.23900 -0.34995
H -0.90543 1.11292 1.72171
H -0.64687 2.76465 1.30652
H -0.87606 2.51486 -1.05778
H -2.17011 1.61520 -0.34763
H -0.89930 0.40655 -2.19361
H -1.07620 -0.35852 -0.69185
H 1.01971 -1.13107 -2.85343
H 2.31793 -1.28478 -1.78693
H 0.65847 -1.71066 -1.25676
H 1.04420 2.40417 -2.10911
H 2.64471 1.56035 -2.17187
H 1.46157 1.17395 -3.34447
H 0.79762 0.38821 2.76901
H 1.53758 1.91959 3.15769
H 2.55205 0.89075 2.38270
H 3.20906 -0.15379 -0.69057
```

For the total energy, the calculation gives -3103.580869 Ha. The lowest unoccupied orbital energy comes out at 0.23 eV. As for the total charge: 0. Its SMILES is CC1(C)CCCC(C)(C)N1O.COC[C@H](C)N.COC[C@H](C)N.COC[C@H](C)N.COC[C@H](C)N.COC[C@H](C)N.COC[C@H](C)N.COCCNCCOC.COCCNCCOC. The HOMO energy is -8.08 eV.

Atomic partial charges in e from the Löwdin method, atoms 1 to 2:
1 C -0.061
2 C -0.424

2.
ORCA calculation (wB97M-V/def2-TZVPD) on 15 unconnected molecules or ions with the total composition C45H120O15 at a distorted geometry.

```
180
C45H120O15 | the Open Molecules 2025 dataset | wB97M-V/def2-TZVPD
C -2.15258 -2.16305 -5.75337
C -0.90801 -1.44776 -5.30955
C -1.27001 -0.37121 -4.34038
O -0.16347 -2.44144 -4.62064
H -2.83218 -1.67575 -6.45348
H -2.83608 -2.50710 -4.97681
H -1.90701 -3.02925 -6.36908
H -0.39083 -0.94998 -6.13033
H -0.37208 0.14078 -3.99338
H -1.77698 -0.80465 -3.47797
H -1.91698 0.38989 -4.77740
H 0.69774 -2.09396 -4.37123
C 3.59250 3.43454 -3.82570
C 2.11219 3.08576 -3.38660
C 1.10009 3.15869 -4.50594
O 2.13847 1.76313 -2.97611
H 4.17502 3.38197 -2.90566
H 3.60714 4.47737 -4.14421
H 4.05909 2.82350 -4.59794
H 1.77976 3.71939 -2.56345
H 1.29838 2.42338 -5.28637
H 1.11128 4.07517 -5.09680
H 0.06153 3.01795 -4.20588
H 2.72844 1.74210 -2.21609
C 2.71976 -0.04095 -6.53592
C 3.12562 -0.84779 -5.30242
C 4.45346 -0.45795 -4.65740
O 2.11509 -0.79755 -4.35402
H 2.77197 1.03219 -6.35117
H 1.70364 -0.27818 -6.85051
H 3.41466 -0.31463 -7.33020
H 3.13778 -1.92034 -5.49997
H 5.20845 -0.28111 -5.42363
H 4.73787 -1.23235 -3.94505
H 4.39605 0.46081 -4.07298
H 2.20670 0.11084 -4.05091
C 0.25251 -0.22561 6.88585
C -0.54621 -0.35641 5.59044
C -1.21543 -1.73896 5.49613
O -1.62221 0.59789 5.68089
H -0.33174 -0.51197 7.76059
H 0.70610 0.73839 7.11445
H 0.97553 -1.03067 6.75071
H -0.00405 -0.04498 4.69720
H -1.86289 -1.78255 4.62006
H -1.77432 -1.91279 6.41548
H -0.54862 -2.58821 5.34266
H -2.01995 0.67000 4.80852
C 3.92001 1.01084 3.62111
C 2.86820 0.14068 4.33031
C 2.75905 -1.24731 3.63061
O 3.25465 -0.05669 5.63977
H 3.68208 1.29491 2.59588
H 4.91115 0.55723 3.62483
H 3.90925 1.98099 4.11843
H 1.89812 0.63741 4.28668
H 3.66432 -1.84957 3.71133
H 2.64210 -0.95838 2.58570
H 1.97352 -1.95900 3.88509
H 3.47485 0.81554 5.97644
C 0.11054 -0.58764 -1.02609
C -0.01694 -0.57700 0.49314
C 0.07947 0.78581 1.11506
O -1.26682 -1.18362 0.91388
H -0.56191 0.18281 -1.40469
H -0.23027 -1.50035 -1.51536
H 1.14754 -0.42869 -1.32231
H 0.81023 -1.14790 0.91745
H -0.68160 1.47672 0.75127
H 1.06325 1.17409 0.84927
H 0.03545 0.75147 2.20364
H -1.28235 -2.08815 0.58702
C 4.29258 -0.16694 0.05259
C 4.65139 1.29691 -0.08983
C 5.81429 1.58780 -1.02645
O 3.50820 1.97634 -0.61121
H 3.36802 -0.32983 0.60633
H 5.08797 -0.67547 0.59870
H 4.21471 -0.72336 -0.88196
H 4.88949 1.63532 0.91909
H 6.65599 0.94118 -0.77775
H 6.07204 2.64651 -1.03044
H 5.50406 1.25876 -2.01867
H 2.99741 2.40290 0.08382
C -0.24946 -5.83909 -4.01314
C -1.66948 -5.29092 -3.62135
C -2.56004 -6.21494 -2.76684
O -1.56890 -4.07307 -2.90762
H 0.47462 -5.57463 -3.24200
H 0.09911 -5.24087 -4.85559
H -0.12808 -6.88276 -4.30228
H -2.24166 -5.03190 -4.51294
H -2.16793 -6.40596 -1.76800
H -2.64878 -7.15301 -3.31538
H -3.57039 -5.82125 -2.65581
H -1.08400 -3.38599 -3.37483
C -4.09512 0.85327 1.39261
C -3.56462 1.58683 2.58067
C -4.55970 1.74218 3.71423
O -2.48083 0.87314 3.08209
H -4.44412 -0.16294 1.57683
H -3.35476 0.87820 0.59241
H -4.95652 1.35043 0.94524
H -3.36419 2.62077 2.29518
H -4.81358 0.82810 4.25148
H -5.50582 2.16007 3.36875
H -4.23792 2.42679 4.49950
H -2.28667 0.28355 2.34783
C 1.13538 -4.12739 0.06824
C -0.23407 -4.56338 0.61721
C -0.32385 -4.18832 2.14139
O -1.20066 -3.79412 -0.06662
H 1.24645 -4.16368 -1.01574
H 1.94883 -4.76810 0.41071
H 1.38606 -3.13753 0.44924
H -0.39884 -5.63536 0.50461
H -1.36292 -4.20325 2.47071
H 0.05596 -3.18841 2.35314
H 0.25419 -4.81514 2.82060
H -1.14938 -4.09807 -0.97837
C -3.69590 -6.86254 1.78351
C -3.89719 -5.76852 0.72815
C -5.27006 -5.77274 0.06882
O -3.61267 -4.43059 1.15674
H -2.68837 -6.90268 2.19829
H -3.90667 -7.87677 1.44335
H -4.32608 -6.77057 2.66886
H -3.10108 -5.94581 0.00426
H -5.34805 -6.49154 -0.74728
H -5.52860 -4.81317 -0.37881
H -6.04701 -5.99218 0.80154
H -2.82417 -4.11638 0.70474
C -4.76491 0.29094 -2.26243
C -5.02901 -1.20547 -2.50478
C -4.12091 -2.06162 -1.64895
O -6.44682 -1.41815 -2.31327
H -5.46653 0.97918 -2.73384
H -3.75002 0.52335 -2.58600
H -4.88754 0.52188 -1.20388
H -4.83152 -1.39801 -3.55953
H -4.20606 -3.13016 -1.84633
H -4.33873 -1.91929 -0.58984
H -3.08041 -1.75902 -1.76864
H -6.63680 -1.31061 -1.37792
C 4.14557 4.35648 2.89527
C 3.18913 4.62639 1.75216
C 3.98165 5.10808 0.54435
O 2.42940 3.45574 1.49392
H 4.79399 3.49696 2.72703
H 3.54291 4.17315 3.78524
H 4.70113 5.27074 3.10433
H 2.52081 5.42534 2.07541
H 4.70670 4.33280 0.29495
H 4.49993 6.03049 0.80557
H 3.35465 5.20663 -0.34206
H 1.62644 3.82580 1.11414
C -1.89406 4.46247 -0.44830
C -0.39747 4.61919 -0.65302
C 0.12385 5.81752 -1.47545
O 0.22539 4.84536 0.60668
H -2.26122 3.76560 0.30523
H -2.35158 4.06071 -1.35307
H -2.36106 5.43035 -0.26336
H 0.12233 3.71695 -0.97673
H 1.19136 5.96401 -1.31533
H -0.48850 6.67316 -1.18922
H -0.07422 5.70721 -2.54216
H -0.35245 5.47412 1.04637
C 0.43264 4.19826 5.89639
C 0.18117 4.73035 4.43398
C -0.99452 3.99597 3.81369
O -0.19083 6.11155 4.44987
H 1.33083 4.58333 6.37949
H 0.46589 3.11061 5.96025
H -0.38381 4.52190 6.54239
H 1.12014 4.66843 3.88302
H -1.45442 4.44139 2.93095
H -1.85601 3.91345 4.47757
H -0.80188 2.93559 3.64739
H -0.55231 6.26025 3.57299
```

Its energy relative to the best compared isomer or geometry (same formula, charge and spin) is 67.7 kcal per mole. For the total energy, the calculation gives -2915.081195 Ha. The lowest unoccupied orbital energy comes out at 0.31 eV. As for the total charge: 0. The HOMO energy is -9.23 eV.

Atomic partial charges in e from the Löwdin method, atoms 1 to 2:
1 C -0.055
2 C -0.468

Number 1: orbital gap 8.312 eV. Number 2: orbital gap 9.532 eV.